This record from OMol25 describes one molecule with the formula C4H11NS. The level of theory is wB97M-V/def2-TZVPD.

Positions of all 17 atoms, in Å:
1 C 0.253 -1.061 -0.346
2 C -1.036 -0.467 0.197
3 C -0.775 0.663 1.196
4 S 0.320 0.163 2.632
5 C 1.290 0.001 -0.870
6 N 0.442 1.046 -1.580
7 H 0.825 -1.580 0.437
8 H 0.114 -1.673 -1.246
9 H -1.698 -0.375 -0.673
10 H -1.648 -1.131 0.846
11 H -0.377 1.605 0.845
12 H -1.780 1.053 1.461
13 H -0.744 -0.429 3.176
14 H 1.915 0.461 -0.109
15 H 1.883 -0.537 -1.639
16 H -0.066 0.562 -2.311
17 H 1.083 1.699 -2.018

Values from the calculation:
electronic energy	-611.90574	a.u.
SMILES	NCCCCS
orbital gap	10.00	eV